[1]
C23H30Br2ClF12NO2S | ωB97M-V/def2-TZVPD

XYZ file:
```
72
C23H30Br2ClF12NO2S, DFT ωB97M-V/def2-TZVPD
C -4.744 -0.875 0.919
C -4.746 0.291 -0.067
C -3.589 1.240 0.233
O -3.262 2.098 -0.848
C -2.575 1.483 -1.916
C -1.061 1.810 -1.933
C -0.480 2.213 -0.576
C -0.765 3.688 -0.201
C 0.449 4.383 0.297
F 1.322 4.814 -0.649
C 0.787 4.542 1.562
F 0.053 4.120 2.593
F 1.900 5.131 1.988
O -0.350 0.813 -2.678
C 0.132 -0.410 -2.185
Cl -0.774 -1.063 -0.774
C 1.642 -0.283 -1.861
C 2.268 -1.315 -0.918
C 2.409 -0.852 0.528
F 1.462 0.059 0.862
F 2.286 -1.902 1.386
C 3.822 -0.224 0.776
F 4.110 0.593 -0.259
F 4.717 -1.226 0.785
S 4.062 0.825 2.358
F 5.291 1.570 1.692
F 3.073 1.908 1.747
F 2.850 0.104 3.083
F 5.053 -0.218 3.010
F 4.225 1.750 3.629
C -0.100 -1.365 -3.364
N 0.255 -2.752 -3.120
C -0.709 -3.744 -3.415
C -1.954 -3.744 -2.791
C -2.880 -4.734 -3.082
C -2.578 -5.751 -3.979
C -1.332 -5.759 -4.592
C -0.412 -4.757 -4.323
H -4.675 -0.518 1.948
H -3.893 -1.538 0.748
H -5.649 -1.476 0.839
H -4.681 -0.083 -1.088
H -5.681 0.842 0.045
H -3.870 1.895 1.060
H -2.720 0.663 0.561
H -3.012 1.873 -2.838
H -2.729 0.403 -1.933
H -0.960 2.689 -2.574
H -0.865 1.582 0.218
H 0.594 2.068 -0.588
H -1.162 4.235 -1.058
H -1.539 3.737 0.564
H 1.857 0.726 -1.527
H 2.136 -0.380 -2.829
H 3.272 -1.549 -1.275
H 1.719 -2.254 -0.901
H -1.151 -1.283 -3.643
H 0.482 -0.962 -4.197
H 1.124 -3.001 -3.566
H -2.205 -2.975 -2.075
H -3.841 -4.711 -2.586
H -3.301 -6.524 -4.195
H -1.085 -6.540 -5.297
H 0.546 -4.775 -4.829
Br 0.761 1.719 8.275
C 2.204 2.520 7.247
C 3.187 1.493 6.754
Br 4.330 0.828 8.180
H 2.671 3.258 7.891
H 1.726 3.016 6.406
H 3.857 1.933 6.023
H 2.694 0.628 6.323
```

The calculation puts the energy at -8304.3392 a.u. For the HOMO energy, the calculation gives -8.6091 eV. For the HOMO-LUMO gap, the calculation gives 9.0 eV. Its SMILES is CCCOC[C@@H](CCC(F)=C(F)F)O[C@](Cl)(CCC(F)(F)C(F)(F)S(F)(F)(F)(F)F)CNc1ccccc1.BrCCBr.

---

[2]
C23H30CeClN6O4S2 | ωB97M-V/def2-TZVPD

XYZ file:
```
67
C23H30CeClN6O4S2, DFT ωB97M-V/def2-TZVPD
Ce 0.492 0.190 0.254
C 4.386 -0.659 1.562
N 4.048 -0.450 0.131
C 4.052 -1.628 -0.727
C 3.556 0.739 -0.369
N 2.357 0.745 -1.051
N 4.238 1.905 -0.193
C 3.589 3.151 -0.619
C 5.665 1.968 0.132
H 4.398 -1.732 1.716
H 3.603 -0.154 2.174
H 5.346 -0.194 1.781
H 5.037 -1.990 -0.913
H 3.550 -1.479 -1.640
H 3.584 -2.396 -0.120
H 2.160 1.571 -1.593
H 3.451 3.223 -1.714
H 4.135 3.995 -0.204
H 2.605 3.235 -0.171
H 6.049 0.925 0.009
H 5.798 2.351 1.177
H 6.196 2.646 -0.579
O 1.481 0.776 2.983
Cl 1.199 2.167 2.563
O 0.889 2.902 3.748
O 2.313 2.768 1.777
O -0.114 2.071 1.710
N -1.240 0.578 -1.127
S -2.299 1.137 0.010
C -2.698 2.829 -0.663
C -3.922 3.465 -0.627
C -3.945 4.878 -0.784
C -2.778 5.587 -1.064
C -1.512 4.952 -1.164
C -1.516 3.562 -1.081
C -3.774 0.150 -0.288
C -4.441 0.323 -1.483
C -5.684 -0.297 -1.639
C -6.274 -1.003 -0.593
C -5.486 -1.230 0.565
C -4.224 -0.672 0.736
H -1.663 0.442 -2.011
H -4.840 2.949 -0.389
H -4.871 5.426 -0.735
H -2.940 6.656 -1.148
H -0.519 5.507 -1.212
H -0.629 2.952 -1.420
H -4.031 0.953 -2.276
H -6.275 0.008 -2.539
H -7.262 -1.407 -0.669
H -5.954 -1.853 1.367
H -3.555 -0.862 1.593
N -0.256 -7.165 1.399
C -0.447 -6.453 0.264
S -0.774 -7.245 -1.148
C -0.258 -5.005 0.311
C -0.148 -4.270 1.459
C 0.109 -2.895 1.420
N 0.281 -2.260 0.274
C 0.257 -2.959 -0.894
C -0.007 -4.310 -0.927
H -0.651 -8.108 1.416
H 0.323 -6.825 2.187
H -0.264 -4.652 2.449
H -0.031 -2.312 2.308
H 0.177 -2.361 -1.819
H -0.039 -4.855 -1.879
```

The calculation puts the energy at -3254.2941 a.u. For the HOMO energy (spin up / spin down), the calculation gives -15.4055 / -15.4055 eV. As for the charge: +3. For the HOMO-LUMO gap (spin up / spin down), the calculation gives 3.0 / 3.0 eV.

---

[3]
C23H30ClNO9S | ωB97M-V/def2-TZVPD

XYZ file:
```
65
C23H30ClNO9S, DFT ωB97M-V/def2-TZVPD
C -0.547 4.300 -4.357
C -1.345 3.023 -4.159
O -2.409 2.967 -3.639
O -0.724 1.842 -4.634
C 0.285 1.500 -3.728
O 1.431 1.676 -3.963
C -0.216 0.908 -2.405
N 0.947 0.466 -1.636
C 1.009 -0.869 -1.197
O 0.577 -1.864 -1.701
C 1.767 -0.836 0.110
C 2.212 -1.884 0.887
C 2.898 -1.567 2.065
C 3.134 -0.231 2.391
C 3.876 0.084 3.686
C 2.813 0.532 4.731
C 3.427 1.355 5.871
S 2.025 2.037 6.817
O 1.745 3.378 6.373
O 0.890 1.152 6.743
O 2.544 2.054 8.354
C 2.691 0.848 1.593
C 2.961 2.305 1.952
C 3.491 3.134 0.774
O 3.114 4.220 0.532
Cl 4.759 2.328 -0.200
C 1.978 0.514 0.440
C 1.328 1.370 -0.613
O 1.104 2.539 -0.644
H 0.451 4.069 -4.725
H -0.476 4.811 -3.398
H -1.082 4.902 -5.091
H -0.831 0.031 -2.631
H -0.855 1.609 -1.870
H 2.010 -2.905 0.596
H 3.255 -2.331 2.741
H 4.643 0.845 3.534
H 4.388 -0.813 4.039
H 2.288 -0.357 5.073
H 2.082 1.155 4.210
H 3.994 0.691 6.527
H 4.004 2.199 5.499
H 3.468 1.772 8.351
H 2.081 2.781 2.384
H 3.751 2.372 2.703
C -2.342 -1.911 -3.860
C -3.257 -1.553 -2.694
C -3.269 -2.605 -1.586
C -3.788 -3.980 -2.006
C -5.203 -3.988 -2.585
C -6.265 -3.517 -1.596
H -2.669 -2.819 -4.368
H -2.340 -1.110 -4.603
H -1.313 -2.045 -3.519
H -4.272 -1.375 -3.062
H -2.921 -0.606 -2.263
H -3.865 -2.230 -0.749
H -2.251 -2.723 -1.200
H -3.758 -4.643 -1.135
H -3.106 -4.420 -2.740
H -5.442 -5.010 -2.893
H -5.247 -3.377 -3.491
H -6.263 -4.138 -0.698
H -7.258 -3.578 -2.043
H -6.105 -2.481 -1.295
```

The calculation puts the energy at -2484.7562 a.u. For the HOMO energy, the calculation gives -10.1558 eV. For the HOMO-LUMO gap, the calculation gives 9.5 eV. Its SMILES is CC(=O)OC(=O)CN1C(=O)c2ccc(CCCS(=O)(=O)O)c(CC(=O)Cl)c2C1=O.CCCCCC.

---

[4]
C23H30EuF9N8O2PS3 | ωB97M-V/def2-TZVPD

XYZ file:
```
77
C23H30EuF9N8O2PS3, DFT ωB97M-V/def2-TZVPD
Eu -1.019 0.067 -0.708
O -2.731 -0.039 0.845
N -3.157 -0.997 1.631
C -4.494 -1.139 1.803
C -5.005 -2.116 2.609
C -4.111 -2.971 3.259
C -2.760 -2.812 3.080
C -2.229 -1.804 2.246
S -0.575 -1.510 1.959
H -5.087 -0.427 1.252
H -6.076 -2.207 2.720
H -4.484 -3.761 3.900
H -2.047 -3.463 3.566
F -5.329 2.316 -3.394
C -4.007 2.095 -3.470
F -3.382 3.282 -3.529
F -3.762 1.497 -4.635
C -3.472 1.276 -2.261
O -2.150 1.158 -2.351
C -4.100 -0.188 -2.259
F -5.271 -0.338 -1.635
F -3.224 -1.034 -1.670
F -4.267 -0.660 -3.498
C -3.860 2.139 -0.923
F -4.750 1.586 -0.093
F -2.724 2.359 -0.257
F -4.357 3.368 -1.182
C 3.302 2.715 -2.931
N 1.905 3.117 -2.905
C 1.420 4.423 -2.845
C 0.079 4.337 -2.815
N -0.232 2.994 -2.860
C 0.878 2.234 -2.918
S 0.937 0.541 -2.974
H 3.915 3.605 -3.050
H 3.476 2.030 -3.758
H 3.561 2.209 -2.001
H 2.075 5.276 -2.806
H -0.673 5.106 -2.758
H -1.153 2.531 -2.843
C 2.889 2.152 2.658
N 1.484 1.935 2.911
C 0.980 1.699 4.262
C -0.518 1.442 4.033
N -0.671 1.792 2.629
C 0.494 1.963 1.995
S 0.650 2.163 0.321
H 3.468 1.260 2.907
H 3.253 2.990 3.258
H 3.024 2.380 1.604
H 1.173 2.566 4.898
H 1.478 0.834 4.701
H -1.149 2.064 4.664
H -0.770 0.394 4.187
H -1.503 1.576 2.098
C 3.401 -4.337 -1.048
N 2.569 -4.302 0.152
C 3.277 -3.556 1.197
N 3.702 -2.209 0.794
C 4.493 -2.325 -0.432
N 3.810 -3.015 -1.524
C 2.652 -2.230 -1.996
P 1.345 -1.914 -0.697
C 1.255 -3.690 -0.129
C 2.541 -1.318 0.600
H 2.851 -4.846 -1.841
H 4.303 -4.911 -0.823
H 4.172 -4.120 1.467
H 2.631 -3.475 2.072
H 5.399 -2.887 -0.195
H 4.778 -1.325 -0.765
H 2.188 -2.749 -2.837
H 2.997 -1.266 -2.367
H 0.752 -4.271 -0.904
H 0.641 -3.726 0.766
H 2.017 -1.204 1.547
H 2.886 -0.329 0.294
```

The calculation puts the energy at -4628.1340 a.u. The value obtained for the energy relative to the best compared isomer or geometry (same formula, charge and spin) is 0.276 eV. As for the multiplicity: 8. For the HOMO energy (spin up / spin down), the calculation gives -6.2969 / -7.5798 eV. For the HOMO-LUMO gap (spin up / spin down), the calculation gives 6.7 / 8.0 eV. The expectation value of S² is 15.760.

---

[5]
C23H30FO5Ti | ωB97M-V/def2-TZVPD

XYZ file:
```
60
C23H30FO5Ti, DFT ωB97M-V/def2-TZVPD
C -0.278 -0.269 -6.638
C -0.983 -1.390 -5.795
C -0.499 1.069 -5.859
C -1.499 0.784 -4.780
H -0.798 1.852 -6.546
H 0.455 1.370 -5.413
C -1.253 -0.719 -4.459
H -0.349 -2.280 -5.738
H -1.918 -1.658 -6.310
C -0.028 -0.655 -3.590
H -2.056 -1.186 -3.892
H -2.510 0.942 -5.176
C -1.116 1.470 -3.478
C 1.241 -0.382 -6.677
C -0.669 -0.062 -8.113
O -1.067 1.030 -8.488
O 1.962 -0.748 -5.741
O 1.720 0.085 -7.837
O -0.541 -1.077 -8.984
C 0.020 -2.351 -8.562
H -0.685 -2.870 -7.896
H 1.014 -2.227 -8.086
H 0.132 -2.883 -9.508
C 3.149 0.111 -7.914
H 3.586 0.516 -6.992
H 3.378 0.742 -8.765
H 3.553 -0.891 -8.083
O -0.059 0.660 -2.986
H 0.863 -0.742 -4.214
H 0.052 -1.402 -2.788
C -2.428 1.502 -2.704
C -0.481 2.865 -3.436
H -1.160 3.688 -3.684
H 0.406 2.897 -4.093
H -0.116 2.956 -2.404
H -2.290 2.067 -1.781
H -2.809 0.496 -2.481
H -3.176 2.034 -3.314
Ti 0.006 0.385 0.729
C -1.778 -0.460 1.954
C -2.320 -0.313 0.637
C -1.545 -1.090 -0.271
H -3.225 0.237 0.385
C -0.541 -1.782 0.479
C -0.683 -1.406 1.869
H -0.142 -1.802 2.699
H -2.116 0.012 2.858
H -1.814 -1.320 -1.308
H 0.127 -2.531 0.077
C 2.054 1.572 0.871
C 2.006 0.387 1.689
C 2.029 -0.749 0.794
H 2.049 0.347 2.778
C 2.042 -0.259 -0.551
C 2.044 1.170 -0.505
H 2.161 1.823 -1.371
H 2.128 2.594 1.247
H 2.171 -1.786 1.099
H 2.236 -0.857 -1.442
F -0.748 2.056 0.520
```

The calculation puts the energy at -2219.9808 a.u. The value obtained for the energy relative to the best compared isomer or geometry (same formula, charge and spin) is 0.000 eV. For the HOMO energy (spin up / spin down), the calculation gives -1.0315 / -1.2524 eV. As for the charge: -1. For the HOMO-LUMO gap (spin up / spin down), the calculation gives 3.2 / 3.4 eV.

---

[6]
C23H30FeNO3Te | ωB97M-V/def2-TZVPD

XYZ file:
```
59
C23H30FeNO3Te, DFT ωB97M-V/def2-TZVPD
Fe 9.953 8.629 8.609
C 9.949 5.811 9.994
O 9.831 7.235 10.204
C 9.093 7.458 11.428
C 8.921 8.920 11.714
O 8.593 9.525 10.462
C 8.775 10.989 10.367
C 8.455 11.223 8.898
O 9.523 10.636 8.122
C 9.656 11.251 6.827
H 9.841 5.367 10.960
H 9.140 5.475 9.353
H 10.947 5.568 9.583
H 8.141 6.966 11.262
H 9.622 6.960 12.285
H 8.070 9.029 12.442
H 9.839 9.354 12.142
H 8.169 11.559 11.072
H 9.833 11.182 10.578
H 7.495 10.762 8.721
H 8.386 12.296 8.668
H 10.528 11.983 6.771
H 9.791 10.429 6.044
H 8.710 11.812 6.659
C 13.693 9.259 6.216
C 13.817 8.042 5.562
C 12.717 7.165 5.600
C 11.615 7.486 6.443
C 11.638 8.571 7.304
C 12.617 9.547 7.061
C 10.398 6.650 6.379
C 10.337 5.428 5.630
C 9.208 4.642 5.636
C 8.079 5.163 6.272
C 6.891 4.396 6.368
C 5.767 4.915 6.970
C 5.808 6.190 7.599
C 6.990 6.881 7.605
C 8.143 6.408 6.931
N 9.300 7.133 7.002
H 14.510 10.022 6.121
H 14.675 7.795 4.944
H 12.717 6.241 4.992
H 12.575 10.507 7.564
H 11.194 5.172 5.018
H 9.193 3.650 5.102
H 6.846 3.446 5.867
H 4.822 4.328 6.998
H 4.908 6.588 8.058
H 7.120 7.817 8.158
C 12.858 9.392 12.149
Te 13.533 8.909 10.173
C 13.819 6.813 10.575
H 12.089 8.646 12.428
H 12.419 10.382 12.110
H 13.702 9.325 12.862
H 14.851 6.650 10.972
H 13.722 6.293 9.583
H 13.065 6.437 11.284
```

The calculation puts the energy at -2706.3177 a.u. The value obtained for the energy relative to the best compared isomer or geometry (same formula, charge and spin) is 0.227 eV. As for the multiplicity: 5. For the HOMO energy (spin up / spin down), the calculation gives -9.8296 / -9.8796 eV. As for the charge: +1. For the HOMO-LUMO gap (spin up / spin down), the calculation gives 7.1 / 7.0 eV. The expectation value of S² is 6.010.

---

[7]
C23H30GeN3Rh | ωB97M-V/def2-TZVPD

XYZ file:
```
58
C23H30GeN3Rh, DFT ωB97M-V/def2-TZVPD
Rh -0.585 0.144 0.247
C -1.788 -0.978 -3.766
C -2.225 0.243 -4.260
C -2.185 1.369 -3.442
C -1.720 1.251 -2.150
N -1.339 0.031 -1.649
C -1.360 -1.048 -2.456
C -1.491 2.397 -1.250
C -1.747 3.735 -1.487
C -1.347 4.663 -0.529
C -0.672 4.269 0.627
C -0.440 2.922 0.825
N -0.879 2.049 -0.102
C 0.332 2.279 1.911
C 0.990 2.974 2.902
C 1.812 2.285 3.790
C 1.961 0.911 3.662
C 1.258 0.259 2.669
N 0.444 0.914 1.821
H -1.770 -1.865 -4.385
H -2.575 0.328 -5.282
H -2.487 2.332 -3.830
H -0.999 -1.979 -2.037
H -2.234 4.067 -2.393
H -1.543 5.715 -0.695
H -0.337 5.013 1.337
H 0.897 4.049 2.971
H 2.352 2.826 4.558
H 2.620 0.350 4.311
H 1.363 -0.809 2.522
C -3.839 -2.256 6.275
C -2.792 -2.900 5.482
C -2.756 -2.015 3.845
C -1.703 -2.655 3.052
Ge -1.534 -2.075 1.113
C -3.559 -2.334 0.253
C -3.778 -3.789 0.254
C -4.378 -4.478 1.467
C -5.320 -5.607 1.000
H -3.788 -2.864 7.217
H -4.855 -2.392 5.907
H -3.640 -1.231 6.580
H -2.990 -3.918 5.153
H -1.761 -2.739 5.790
H -2.576 -0.998 4.182
H -3.786 -2.209 3.559
H -1.866 -3.726 2.914
H -0.697 -2.487 3.447
H -0.712 -3.212 0.470
H -3.409 -1.849 -0.708
H -4.174 -1.750 0.938
H -3.009 -4.400 -0.250
H -4.497 -3.816 -0.629
H -4.962 -3.751 2.040
H -3.592 -4.906 2.093
H -6.221 -5.228 0.520
H -5.618 -6.197 1.865
H -4.803 -6.269 0.304
```

The calculation puts the energy at -3244.4422 a.u. As for the multiplicity: 5. For the HOMO energy (spin up / spin down), the calculation gives -20.5840 / -20.5817 eV. As for the charge: +4. For the HOMO-LUMO gap (spin up / spin down), the calculation gives 7.6 / 4.7 eV. The expectation value of S² is 6.020.

---

> Which of these has the highest energy?

C23H30FO5Ti

---

> What is the formula in the fourth record?

C23H30EuF9N8O2PS3

---

> What is the formula in the second record?

C23H30CeClN6O4S2